(1)
A structure of composition CHIrO3, computed with ωB97M-V/def2-TZVPD.

Positions of all 6 atoms, in Å:
1 H 1.46438 -0.07106 1.30643
2 O 0.62782 -1.94640 0.39873
3 O -0.80268 -0.49313 -0.58922
4 O 0.86324 0.25395 0.58809
5 C 0.27406 -0.86727 -0.02193
6 Ir -0.56238 1.48484 -0.31247

Values from the calculation:
HOMO (alpha / beta) = -22.4 / -22.8 eV
total charge = +2
energy = -10005.3241 eV
⟨S²⟩ = 6.0072
2S+1 = 5
HOMO-LUMO gap (alpha / beta) = 9.63 / 6.76 eV

And the Löwdin charges, in e, turn out to be: atom 1 (H): 0.22, atom 2 (O): 0.56, atom 3 (O): 0.02, atom 4 (O): 0.03, atom 5 (C): -0.52, atom 6 (Ir): 1.70

(2)
An isolated molecule of C3H2Cl2OS2, computed with ωB97M-V/def2-TZVPD.

Positions of all 10 atoms, in Å:
1 C -0.69328 1.26804 -0.59128
2 C 0.64960 -0.93470 0.04452
3 C -0.14030 0.10214 0.76313
4 O -1.10837 2.33941 -0.26807
5 S -0.61849 0.47794 -2.07602
6 S 0.08534 -1.40184 -1.59227
7 Cl -1.48149 -0.38445 1.71055
8 Cl 0.95695 1.07363 1.72245
9 H 1.59394 -0.55397 -0.08930
10 H 0.75610 -1.98620 0.37627

Values from the calculation:
HOMO (alpha / beta) = -6.1 / -9.7 eV
total charge = 0
energy = -51901.8843 eV
⟨S²⟩ = 2.0099
2S+1 = 3
HOMO-LUMO gap (alpha / beta) = 6.50 / 6.65 eV
energy relative to the best compared isomer or geometry (same formula, charge and spin) = 0.902 eV

Atom charges from the Löwdin analysis, given in e for atoms 1 to 6: atom 1 (C): -0.80, atom 2 (C): -0.63, atom 3 (C): -1.27, atom 4 (O): 0.03, atom 5 (S): 0.66, atom 6 (S): 0.57

(3)
A structure of composition C24H33N2O5P2PbS, computed with ωB97M-V/def2-TZVPD.

Positions of all 68 atoms, in Å:
1 C -1.38887 2.31478 -4.02432
2 C -0.59368 1.90056 -2.89674
3 N -1.18920 1.39571 -1.74987
4 C -2.51522 1.18649 -1.78606
5 C -3.33094 1.46410 -2.88954
6 C -2.75285 2.05137 -4.01785
7 C 0.78896 1.80320 -3.07833
8 P 1.87282 1.04567 -1.88051
9 Pb 0.47908 0.70120 0.51308
10 P -2.41878 0.76799 1.01254
11 C -3.15282 0.42496 -0.63932
12 C 1.89433 0.47389 2.48901
13 C 2.77727 -0.59185 2.44117
14 C 3.63832 -0.84929 3.54104
15 C 3.60829 -0.01614 4.67386
16 C 2.72390 1.07286 4.70290
17 C 1.87652 1.31759 3.59088
18 O 1.30561 5.28671 -2.57182
19 O 3.26937 4.40001 0.14510
20 H -0.89146 2.87423 -4.83260
21 H -4.36952 1.16683 -2.89156
22 H -3.36230 2.35589 -4.86031
23 C 1.96011 -0.59026 -2.67115
24 C 3.53068 1.72341 -1.82513
25 H -4.23779 0.55429 -0.58988
26 H -2.92726 -0.63309 -0.81875
27 H 1.20699 4.34639 -2.77166
28 H 1.25646 2.07615 -4.05981
29 C -3.04896 -0.61655 2.00166
30 C -3.39262 2.19878 1.55397
31 H 2.84062 -1.25929 1.57705
32 H 4.33127 -1.69968 3.51714
33 H 4.26086 -0.22682 5.53518
34 H 2.69368 1.71743 5.59243
35 H 1.22447 2.19004 3.66236
36 H 0.70809 2.89861 1.53955
37 H 2.92599 4.44543 1.11432
38 H 2.40936 4.56377 -0.32042
39 H 0.38062 5.58580 -2.26792
40 H 0.06396 2.92121 1.95333
41 H 2.46809 -0.37810 -3.61500
42 H 2.46280 -1.39042 -2.11827
43 H 0.93243 -0.88588 -2.90862
44 H 3.79895 1.97696 -2.86149
45 H 3.47489 2.61634 -1.15752
46 H 4.24761 0.97686 -1.42987
47 H -4.44743 1.92053 1.67209
48 H -3.00704 2.56004 2.51647
49 H -3.29865 3.00926 0.81971
50 H -4.06007 -0.39329 2.36172
51 H -3.06279 -1.55575 1.43455
52 H -2.39347 -0.75038 2.87179
53 O -2.48305 -3.97611 -2.41727
54 S -2.40259 -3.48936 -1.05658
55 O -3.61517 -3.25532 -0.31996
56 N -1.40060 -2.15695 -0.92710
57 C -0.32565 -2.41959 -0.18934
58 O 0.60658 -1.57353 0.07667
59 C -0.22555 -3.76445 0.31838
60 C 0.76415 -4.23773 1.18603
61 C 0.63772 -5.55741 1.58744
62 C -0.44991 -6.33901 1.13374
63 C -1.44195 -5.82296 0.27917
64 C -1.30542 -4.50589 -0.10677
65 H 1.57038 -3.58620 1.52639
66 H 1.36001 -6.00881 2.26951
67 H -0.55774 -7.38153 1.44659
68 H -2.30195 -6.37372 -0.10549

Values from the calculation:
HOMO (alpha / beta) = -10.2 / -11.3 eV
total charge = +1
energy = -73292.1906 eV
HOMO-LUMO gap (alpha / beta) = 5.23 / 6.53 eV
energy relative to the best compared isomer or geometry (same formula, charge and spin) = 0.000 eV

Atom charges from the Löwdin analysis, given in e for atoms 1 to 6: atom 1 (C): 0.01, atom 2 (C): -0.35, atom 3 (N): 0.06, atom 4 (C): -0.31, atom 5 (C): 0.01, atom 6 (C): -0.03

(4)
A structure of composition C13H15MnN7P, computed with ωB97M-V/def2-TZVPD.

Positions of all 37 atoms, in Å:
1 Mn -0.05342 0.44194 2.02334
2 C -1.10978 2.46453 -2.61669
3 N -1.02054 2.45819 -1.15309
4 C -1.38372 3.49599 -0.33915
5 C -1.14451 3.11417 0.94945
6 N -0.65558 1.84057 0.91133
7 C -0.58198 1.45513 -0.37426
8 P 0.02602 -0.19638 -0.91248
9 C -1.00238 -1.24090 0.20052
10 N -1.10553 -1.04218 1.52612
11 C -1.94209 -1.99126 2.03777
12 C -2.35221 -2.77440 0.99757
13 N -1.75876 -2.29796 -0.13929
14 C -1.93628 -2.86119 -1.48146
15 C 1.59327 -0.23491 0.05175
16 N 1.66602 0.03607 1.36632
17 C 2.96857 -0.08293 1.75676
18 C 3.69056 -0.44654 0.65692
19 N 2.82423 -0.52893 -0.39872
20 C 3.19999 -0.88328 -1.77112
21 H -1.50775 3.42777 -2.92107
22 H -1.78334 1.67749 -2.94633
23 H -0.11946 2.33332 -3.04552
24 H -1.77146 4.41617 -0.74042
25 H -1.29348 3.65082 1.87069
26 H -2.18664 -2.04560 3.08456
27 H -3.01063 -3.62539 0.97362
28 H -2.61079 -3.70809 -1.39964
29 H -0.97807 -3.20094 -1.86646
30 H -2.37579 -2.11401 -2.13748
31 H 3.28828 0.08876 2.77021
32 H 4.74183 -0.64399 0.53821
33 H 4.27105 -1.06063 -1.78729
34 H 2.96209 -0.06071 -2.44094
35 H 2.68142 -1.79055 -2.07069
36 N -0.12903 1.08888 4.97712
37 C -0.10012 0.84095 3.84983

Values from the calculation:
HOMO (alpha / beta) = -16.2 / -16.2 eV
total charge = +2
energy = -64747.5202 eV
HOMO-LUMO gap (alpha / beta) = 8.30 / 8.30 eV

Atom charges from the Löwdin analysis, given in e for atoms 1 to 6: atom 1 (Mn): 0.77, atom 2 (C): 0.02, atom 3 (N): -0.09, atom 4 (C): 0.01, atom 5 (C): -0.02, atom 6 (N): -0.05

(5)
A structure of composition C17H34AsBeNO2S3Sb, computed with ωB97M-V/def2-TZVPD.

Positions of all 60 atoms, in Å:
1 Be -0.37136 -1.03485 2.23150
2 O -0.16334 -0.81325 3.99017
3 C -0.70430 -1.96576 4.61835
4 C -1.67449 -2.64863 3.66672
5 C -2.67386 -3.51703 4.03369
6 C -3.44746 -4.09908 3.03325
7 C -3.27377 -3.72619 1.70714
8 C -2.29842 -2.79764 1.43436
9 N -1.50323 -2.30250 2.39967
10 H -0.86011 -0.07141 4.11398
11 H -1.24187 -1.66267 5.51812
12 H 0.12625 -2.59035 4.90231
13 H -2.87886 -3.67255 5.05648
14 H -4.14599 -4.86527 3.25609
15 H -3.80422 -4.19976 0.90957
16 H -2.07336 -2.45279 0.42233
17 C 0.22571 0.17409 -5.77014
18 C 0.11100 -0.88157 -4.68714
19 Sb -0.91581 -0.32376 -2.83605
20 C 0.64855 0.96281 -2.03377
21 C 1.68355 1.53538 -2.96534
22 C -2.22906 1.13395 -3.70236
23 C -1.63375 2.50595 -3.96450
24 H 0.73378 -0.28002 -6.67007
25 H 0.74387 1.07166 -5.48941
26 H -0.73257 0.49129 -6.10070
27 H 1.14143 -1.27775 -4.44310
28 H -0.38924 -1.73121 -5.09182
29 H 1.08887 0.22674 -1.32663
30 H 0.15281 1.74305 -1.46979
31 H 2.18692 0.76198 -3.57497
32 H 2.44068 2.11863 -2.40258
33 H 1.27825 2.25484 -3.66839
34 H -3.06722 1.14796 -2.97719
35 H -2.52642 0.64174 -4.61806
36 H -1.17633 2.91792 -3.03813
37 H -2.37493 3.23310 -4.26456
38 H -0.89632 2.49522 -4.80038
39 C -1.62734 3.55166 1.05255
40 O -2.15219 2.88148 2.21506
41 C -1.82140 1.63430 2.49938
42 S -2.38529 1.00740 3.93059
43 S -0.97013 0.69899 1.30650
44 H -2.18548 4.48377 1.08072
45 H -1.80549 2.97626 0.14837
46 H -0.56358 3.65970 1.18813
47 C 4.19617 -0.68310 3.01323
48 As 2.98676 -0.35188 1.51449
49 C 3.99212 -0.34253 -0.12635
50 C 2.44634 1.48413 1.66850
51 S 1.40385 -1.85561 1.40750
52 H 5.04873 -0.01682 2.87920
53 H 4.49690 -1.72616 2.87239
54 H 3.68682 -0.56299 3.95690
55 H 4.90624 0.23072 0.18811
56 H 3.45276 0.15218 -0.93399
57 H 4.30635 -1.35501 -0.39211
58 H 3.36238 2.10720 1.70938
59 H 1.89396 1.67353 2.59553
60 H 1.82612 1.85047 0.82723

Values from the calculation:
HOMO = -10.3 eV
total charge = +1
energy = -124045.7133 eV
HOMO-LUMO gap = 7.64 eV
energy relative to the best compared isomer or geometry (same formula, charge and spin) = 0.000 eV

Atom charges from the Löwdin analysis, given in e for atoms 1 to 6: atom 1 (Be): -0.28, atom 2 (O): -0.20, atom 3 (C): -0.13, atom 4 (C): -0.21, atom 5 (C): 0.03, atom 6 (C): 0.00

(6)
A cluster of 2 separate species, C4H6N2O in total, computed with ωB97M-V/def2-TZVPD.

Positions of all 13 atoms, in Å:
1 C -1.89035 0.05264 -1.88615
2 C 0.49801 0.24241 0.93688
3 C 1.07954 0.23480 -0.46129
4 C 1.27216 -0.56739 2.05709
5 N -1.72462 -0.13188 -0.71675
6 N -2.05594 0.70470 -2.90116
7 O 0.01863 -0.53122 -0.22663
8 H -0.28752 0.82867 1.21860
9 H 1.36986 1.03006 -1.17948
10 H 1.69652 0.14243 2.82275
11 H 1.95557 -1.24835 1.51068
12 H 0.42796 -1.04645 2.60626
13 H -2.35980 0.28956 -3.78078

Values from the calculation:
HOMO (alpha / beta) = -8.2 / -8.6 eV
total charge = 0
energy = -9265.6961 eV
HOMO-LUMO gap (alpha / beta) = 7.46 / 8.67 eV
energy relative to the best compared isomer or geometry (same formula, charge and spin) = 7.806 eV

Atom charges from the Löwdin analysis, given in e for atoms 1 to 6: atom 1 (C): -0.42, atom 2 (C): -0.22, atom 3 (C): -0.02, atom 4 (C): -0.03, atom 5 (N): 0.16, atom 6 (N): 0.13

Question: The highest energy belongs to which entry?
Answer: C4H6N2O